DFT (ωB97M-V with the def2-TZVPD basis set) results for a molecular structure, C5H10ClNO2S.

Results
HOMO in eV: -9.00
Gap between HOMO and LUMO in eV: 8.65
Lowest unoccupied orbital energy in eV: -0.35

Cartesian coordinates (Å):
C 1.57776 1.55881 -1.44662
C 0.52481 -1.46468 -0.11412
C -0.94588 -0.79428 1.83054
C -1.56245 -0.08572 -0.52587
C -0.46464 -0.46732 0.43608
N 1.00359 1.14782 -2.44696
O -0.33362 2.20160 1.02293
O 1.64235 0.84485 1.56762
S 0.53382 1.10519 0.68779
Cl 3.01075 2.38438 -1.12514
H 0.95528 -1.09497 -1.04229
H 1.32860 -1.62722 0.59912
H 0.03580 -2.41689 -0.31476
H -1.62841 -0.02676 2.18362
H -0.09819 -0.84134 2.51227
H -1.45166 -1.75849 1.84710
H -2.29123 -0.88960 -0.61642
H -2.07077 0.80591 -0.16651
H -1.14761 0.12945 -1.50704
H 1.38171 1.28929 -3.38133

Cartesian forces, eV/Å:
-1.88 -0.99 2.45
0.17 -0.11 -0.03
0.07 0.04 0.28
-0.17 0.11 -0.14
0.54 0.71 -0.14
-0.22 -0.13 -0.27
-0.28 0.06 -0.26
0.21 -0.27 -0.10
1.18 0.52 -1.83
0.54 0.32 -0.02
0.01 -0.09 -0.09
0.08 -0.10 0.05
-0.10 -0.04 0.01
-0.14 0.03 0.09
-0.02 -0.08 0.09
-0.06 -0.06 -0.13
-0.01 -0.13 0.04
-0.15 0.01 -0.01
-0.03 -0.01 -0.10
0.27 0.20 0.12

For reference, the natural (NBO) charges in units of e are: C 0.13; C -0.64; C -0.64; C -0.65; C -0.18; N -0.67; O -0.92; O -0.92; S 1.98; Cl 0.06; H 0.23; H 0.23; H 0.22; H 0.23; H 0.24; H 0.23; H 0.22; H 0.24; H 0.24; H 0.38


DFT (ωB97M-V with the def2-TZVPD basis set) results for C5H10ClPS in the gas phase.

Results
HOMO in eV: -8.35
SMILES: CP(S)C/C=C/CCl
Gap between HOMO and LUMO in eV: 9.00
Lowest unoccupied orbital energy in eV: 0.65

Cartesian coordinates (Å):
C -0.78353 -0.21397 -2.05272
P -0.39757 -1.44141 -0.65620
S -2.06489 -2.73779 -0.93571
C -0.82628 -0.50872 0.88900
C -0.28667 0.91332 0.89282
C 0.87625 1.26940 1.37663
C 1.51693 2.53948 1.23493
Cl 2.91512 2.22535 0.09252
H -0.49833 -0.70998 -2.98126
H -1.93579 -0.09793 -2.10267
H -0.24023 0.69317 -1.93808
H -1.57579 -3.24443 0.32944
H -0.37963 -1.06785 1.72605
H -1.87387 -0.44953 1.03754
H -1.05054 1.64746 0.73783
H 1.34453 0.38136 1.80003
H 2.03813 2.88843 2.00441
H 1.01014 3.42272 0.77827

Cartesian forces, eV/Å:
-2.39 -1.72 0.52
0.71 0.79 -1.15
0.92 -0.50 2.31
0.99 0.72 0.29
-1.89 -0.65 0.44
-0.62 -2.10 0.29
-0.24 0.87 -3.59
0.19 0.12 -0.38
0.14 0.06 0.04
1.89 0.33 0.12
0.25 0.79 0.13
-1.11 0.20 -1.85
-0.14 0.00 -0.26
-1.15 -0.18 0.11
-0.14 0.60 -1.07
1.14 0.62 0.02
1.75 1.23 3.71
-0.30 -1.18 0.34

For reference, the natural (NBO) charges in units of e are: C -0.93; P 0.70; S -0.33; C -0.76; C -0.15; C -0.24; C -0.35; Cl -0.11; H 0.24; H 0.22; H 0.24; H 0.16; H 0.23; H 0.23; H 0.20; H 0.21; H 0.21; H 0.23


DFT (ωB97M-V with the def2-TZVPD basis set) results for a molecular structure, C5H10CuO3.

Results
HOMO in eV: -0.82
Gap between HOMO and LUMO in eV: 3.96
Charge: -1
Lowest unoccupied orbital energy in eV: 3.14

Cartesian coordinates (Å):
C -2.61116 -2.04314 0.09697
O -1.64896 -1.02383 0.01444
C -2.12033 0.22840 -0.49194
C -0.98015 1.20500 -0.58526
H -2.10650 -2.92937 0.50392
H -3.44611 -1.74918 0.75569
H -3.00835 -2.28693 -0.90322
H -2.94686 0.56920 0.15651
H -2.57815 0.04792 -1.48242
H -0.69108 1.33358 -1.63873
H -1.29018 2.18120 -0.18742
O 1.87130 -2.05758 0.21491
C 2.70294 -1.05893 0.19121
C 2.48377 0.30536 0.46287
O 1.61702 0.76075 1.36515
Cu 0.22335 -0.85823 1.05306
H 3.78086 -1.32883 0.10069
H 0.32568 1.15758 -0.21381
H 3.45512 0.85650 0.41408

Cartesian forces, eV/Å:
-0.07 -0.20 -0.04
0.23 -0.05 0.20
0.01 -0.81 0.29
3.71 1.65 -0.49
-0.20 0.29 -0.11
0.14 -0.09 -0.11
0.04 0.08 0.21
0.33 0.10 0.03
0.22 0.00 0.18
-0.57 0.22 0.03
0.12 -0.22 -0.18
-1.39 0.21 0.87
0.73 1.45 -0.23
2.83 -2.07 0.58
-2.57 -0.01 -0.44
1.17 0.15 -0.22
-0.30 0.22 -0.78
-3.99 -0.89 0.25
-0.45 -0.01 -0.05

For reference, the natural (NBO) charges in units of e are: C -0.24; O -0.58; C -0.06; C -0.75; H 0.21; H 0.16; H 0.16; H 0.16; H 0.16; H 0.21; H 0.21; O -0.90; C 0.06; C -0.13; O -0.95; Cu 0.77; H 0.09; H 0.35; H 0.09


DFT (ωB97M-V with the def2-TZVPD basis set) results for C5H10F2 in the gas phase.

Results
HOMO in eV: -11.47
SMILES: CC(C)(C)C(F)F
Gap between HOMO and LUMO in eV: 12.33
Lowest unoccupied orbital energy in eV: 0.86

Cartesian coordinates (Å):
C 1.07569 0.31249 1.06061
C 0.01391 0.01825 -0.00640
C -1.28427 0.74397 0.33238
C 0.51737 0.44901 -1.38430
C -0.23243 -1.48192 -0.02659
F -0.69569 -1.91574 1.17954
F -1.17828 -1.79486 -0.96069
H 0.73640 0.01478 2.05448
H 1.29502 1.37149 1.09958
H 2.02160 -0.20427 0.85132
H -1.14312 1.85439 0.35970
H -1.67892 0.43282 1.32069
H -2.05832 0.52395 -0.40758
H -0.21542 0.26007 -2.15603
H 0.70934 1.53235 -1.40467
H 1.44979 -0.07150 -1.63486
H 0.66732 -2.04529 -0.27718

Cartesian forces, eV/Å:
0.11 -0.35 0.04
0.10 0.33 0.21
-0.48 0.59 0.49
0.34 0.28 0.12
0.14 0.34 -0.20
-0.04 -0.12 0.01
-0.14 -0.13 0.02
-0.01 -0.05 -0.08
-0.01 0.31 -0.09
-0.18 0.02 0.00
0.03 -0.90 -0.05
0.27 0.17 -0.49
0.08 0.06 0.03
-0.20 -0.21 -0.20
0.05 -0.31 0.16
-0.13 0.11 -0.05
0.07 -0.12 0.08

For reference, the natural (NBO) charges in units of e are: C -0.61; C -0.13; C -0.61; C -0.60; C 0.58; F -0.35; F -0.35; H 0.22; H 0.21; H 0.21; H 0.21; H 0.22; H 0.22; H 0.22; H 0.22; H 0.21; H 0.13


DFT (ωB97M-V with the def2-TZVPD basis set) results for 3 unconnected molecules or ions with the total composition C5H10F3N2S.

Results
HOMO (spin up / spin down) in eV: -14.91 / -14.91
Gap between HOMO and LUMO (spin up / spin down) in eV: 8.09 / 8.09
Charge: +1
Lowest unoccupied orbital energy (spin up / spin down) in eV: -6.82 / -6.82

Cartesian coordinates (Å):
C -1.62727 2.38463 0.38622
C -0.48873 -0.45533 -1.82755
C 0.11468 0.68792 2.50339
C 0.15401 0.81779 -1.37150
C 0.44007 0.19091 0.94588
N 0.40284 1.10281 0.01287
N 3.06302 3.02248 0.33804
F 1.89647 3.50021 0.79424
F 3.18623 1.83421 1.01217
F 2.75795 2.60097 -0.91930
S -1.75988 3.85248 0.03911
H 0.05778 -1.25663 -1.63078
H -1.51140 -0.64832 -1.40832
H -0.35717 -0.35406 -2.84186
H -0.95264 1.04037 2.30858
H 0.05173 -0.08419 3.21996
H 0.65106 1.61130 2.68335
H 1.16564 0.95666 -1.80107
H -0.60043 1.66170 -1.71033
H 1.48782 0.03534 1.43898
H -0.06566 -0.89435 0.85384

Cartesian forces, eV/Å:
0.29 0.34 0.06
-2.12 2.27 1.81
-2.32 2.25 -2.61
-2.21 1.51 0.21
-1.12 -4.20 2.55
0.69 0.57 -0.14
1.10 0.28 -0.05
-0.64 0.16 0.18
-0.11 -0.20 0.12
-0.18 -0.06 -0.20
-0.18 -0.28 0.14
2.56 -3.70 1.32
0.73 0.55 -0.88
-0.94 -0.03 -2.71
1.00 -0.46 0.23
0.74 -0.87 0.60
0.46 -0.28 0.54
-0.39 0.32 -0.06
2.19 -1.13 0.38
-0.79 0.62 -1.02
1.23 2.33 -0.45

For reference, the natural (NBO) charges in units of e are: C -0.24; C -0.64; C -0.52; C -0.28; C -0.33; N -0.05; N 0.63; F -0.19; F -0.22; F -0.20; S 0.37; H 0.22; H 0.24; H 0.24; H 0.27; H 0.25; H 0.24; H 0.29; H 0.27; H 0.44; H 0.23


DFT (ωB97M-V with the def2-TZVPD basis set) results for a molecular structure, C5H10FN2.

Results
HOMO in eV: -13.87
Gap between HOMO and LUMO in eV: 9.26
Charge: +1
Lowest unoccupied orbital energy in eV: -4.61

Cartesian coordinates (Å):
C 0.69301 1.92210 0.80743
C -1.40687 -1.49511 0.02803
C -0.25028 -1.64674 -0.97676
C -0.81058 -0.53535 1.07354
C 0.44942 -0.27144 -0.91349
N -0.28467 0.38692 0.13520
N 1.54313 2.56622 0.10008
F 0.22997 2.38008 1.91055
H -2.25884 -1.01835 -0.45051
H -1.72061 -2.43536 0.46695
H 0.42799 -2.43995 -0.66406
H -0.60875 -1.87017 -1.97816
H -1.54930 -0.06744 1.72040
H -0.05799 -1.06096 1.67162
H 1.51888 -0.38216 -0.70714
H 0.31815 0.30171 -1.83806
H 1.87378 2.18384 -0.77932
H 1.89355 3.48214 0.39372

Cartesian forces, eV/Å:
-2.69 -4.41 -1.19
0.13 0.00 0.00
-0.14 -0.01 0.04
-0.24 -0.67 0.99
0.65 -0.18 -0.84
1.98 5.15 0.89
0.01 0.48 0.35
0.45 0.16 -0.49
-0.11 -0.03 0.05
-0.01 -0.06 0.10
0.00 0.06 -0.03
0.06 -0.02 0.01
0.00 -0.03 -0.03
-0.01 0.01 0.02
-0.04 -0.05 0.03
0.11 -0.11 0.08
-0.07 -0.07 0.10
-0.08 -0.21 -0.08

For reference, the natural (NBO) charges in units of e are: C 0.89; C -0.39; C -0.41; C -0.26; C -0.28; N -0.30; N -0.73; F -0.23; H 0.23; H 0.25; H 0.23; H 0.24; H 0.23; H 0.20; H 0.20; H 0.21; H 0.46; H 0.46


DFT (ωB97M-V with the def2-TZVPD basis set) results for a gas-phase ion, C5H10FN2 (charge +1).

Results
HOMO (spin up / spin down) in eV: -11.44 / -14.65
Gap between HOMO and LUMO (spin up / spin down) in eV: 8.49 / 9.23
Expectation value of S²: 2.021
Spin multiplicity: 3
Charge: +1
Lowest unoccupied orbital energy (spin up / spin down) in eV: -2.95 / -5.42

Cartesian coordinates (Å):
C 1.41577 -0.22092 -1.62242
C 0.06487 0.21561 -1.18399
C 0.55653 0.13498 1.33636
C 2.28010 -1.74491 0.02433
C -1.57445 0.32486 0.33933
N 2.26402 -0.88408 -0.93666
N -0.18971 -0.25656 0.19005
F 1.26832 -2.59689 0.24238
H 1.86422 0.20691 -2.59141
H 0.29137 1.30972 -1.27871
H -0.72901 -0.28426 -1.83333
H 0.18104 0.04302 2.31346
H 1.40549 0.87972 1.24844
H 3.21503 -2.05726 0.66717
H -1.45594 1.41501 0.52533
H -2.37966 0.05399 -0.41433
H -2.04457 0.09386 1.38056
H -0.27582 -1.18997 0.14910

Cartesian forces, eV/Å:
0.98 0.60 -2.78
2.22 -0.50 -1.97
3.13 2.29 -0.42
2.85 -0.24 0.09
-3.16 0.74 3.51
1.52 -1.69 2.23
-2.80 4.93 -0.06
-0.97 -0.11 0.25
-1.15 -0.40 1.47
-1.79 -0.56 0.48
0.83 1.35 0.75
-0.95 -0.67 0.74
-1.21 -1.16 -0.43
-1.97 0.92 -1.58
0.03 -0.60 -1.07
1.64 0.27 0.59
1.03 -0.44 -1.73
-0.23 -4.72 -0.07

For reference, the natural (NBO) charges in units of e are: C 0.03; C -0.30; C -0.11; C 0.41; C -0.46; N -0.45; N -0.41; F -0.35; H 0.23; H 0.28; H 0.27; H 0.22; H 0.23; H 0.21; H 0.25; H 0.27; H 0.25; H 0.44


no.,electronic energy (a.u.)
1,-1260.05298
2,-1396.19276
3,-2062.58432
4,-396.25729
5,-1003.12190
6,-405.54119
7,-405.42368